{
  "formula": "C38H50N9O3SV",
  "method": "ωB97M-V/def2-TZVPD",
  "symbols": ["V", "N", "C", "S", "N", "N", "C", "C", "C", "C", "C", "C", "C", "C", "C", "C", "C", "C", "N", "H", "H", "H", "H", "H", "H", "H", "H", "H", "H", "H", "C", "C", "O", "H", "H", "H", "H", "H", "H", "C", "N", "N", "C", "O", "C", "C", "C", "C", "C", "C", "C", "C", "C", "H", "H", "H", "H", "H", "H", "H", "H", "H", "H", "H", "H", "O", "C", "C", "C", "C", "C", "C", "N", "H", "H", "H", "H", "H", "H", "H", "H", "H", "H", "H", "N", "C", "N", "C", "C", "C", "C", "C", "H", "H", "H", "H", "H", "H", "H", "H", "H", "H"],
  "coordinates": [[0.0143, -0.8834, -0.1743], [3.6783, -1.9509, -2.0776], [2.4641, -1.9856, -1.4333], [1.0666, -1.4153, -2.3269], [2.5076, -2.4297, -0.1987], [1.2184, -2.3661, 0.3400], [0.7530, -3.3503, 1.0210], [1.4992, -4.5665, 1.4076], [0.9384, -5.8251, 1.2057], [1.6319, -6.9740, 1.5575], [2.8918, -6.8740, 2.1281], [3.4557, -5.6211, 2.3338], [2.7700, -4.4744, 1.9699], [-0.7252, -3.2538, 1.2110], [-1.4251, -3.9930, 2.1535], [-2.8055, -3.9202, 2.1809], [-3.4606, -3.1182, 1.2594], [-2.6997, -2.3728, 0.3801], [-1.3653, -2.4155, 0.3605], [3.6310, -1.9164, -3.0829], [4.3721, -2.5749, -1.6939], [-0.0371, -5.9175, 0.7446], [1.1844, -7.9428, 1.3815], [3.4324, -7.7680, 2.4075], [4.4389, -5.5384, 2.7772], [3.2221, -3.5030, 2.1171], [-0.8819, -4.6236, 2.8432], [-3.3657, -4.4940, 2.9074], [-4.5386, -3.0604, 1.2201], [-3.1425, -1.7146, -0.3557], [-1.6641, -1.0202, -4.9944], [-2.7075, -1.7104, -4.1437], [-2.3941, -1.6317, -2.7565], [-1.9438, -1.0427, -6.0491], [-0.6899, -1.5033, -4.8993], [-1.5492, 0.0224, -4.6925], [-2.8371, -2.7553, -4.4408], [-3.6746, -1.2152, -4.2578], [-1.4599, -1.8605, -2.6443], [-3.5553, 4.4187, -2.6065], [-3.2550, 2.9983, -2.4733], [-2.1513, 2.5757, -1.7609], [-2.3136, 1.2508, -1.4131], [-1.3700, 0.6259, -0.8813], [-3.6304, 0.8980, -1.8225], [-4.1613, 1.9956, -2.4488], [-5.5155, 2.2074, -3.0317], [-0.8958, 3.2516, -1.8425], [-0.2095, 3.4865, -0.6632], [1.0210, 4.1232, -0.7150], [1.5448, 4.5285, -1.9353], [0.8435, 4.2852, -3.1092], [-0.3809, 3.6349, -3.0692], [-2.7013, 4.9851, -2.2455], [-4.4312, 4.6832, -2.0154], [-3.7202, 4.6635, -3.6533], [-4.0681, -0.0794, -1.7564], [-6.0648, 1.2700, -3.0550], [-5.4480, 2.5969, -4.0472], [-6.0904, 2.9191, -2.4365], [-0.6332, 3.1564, 0.2753], [1.5619, 4.3071, 0.2038], [2.4980, 5.0381, -1.9721], [1.2535, 4.5922, -4.0613], [-0.9252, 3.4173, -3.9792], [-0.3198, -0.3283, 1.9132], [-1.2555, 0.1942, 2.5287], [-1.2277, 0.3087, 4.0306], [-1.2755, 1.7645, 4.5687], [-1.4463, 2.8444, 3.4985], [-2.8438, 2.8725, 2.8762], [-3.3448, 1.4750, 2.5287], [-2.3213, 0.6697, 1.8739], [-0.3179, -0.1985, 4.3456], [-2.0650, -0.2727, 4.4250], [-0.3535, 1.9540, 5.1171], [-2.0817, 1.8514, 5.3005], [-0.6981, 2.6905, 2.7129], [-1.2201, 3.8200, 3.9298], [-2.8423, 3.4984, 1.9805], [-3.5512, 3.3266, 3.5745], [-4.2085, 1.5068, 1.8649], [-3.6690, 0.9491, 3.4283], [-2.2340, 0.6833, 0.8624], [1.4546, 0.6133, 0.0279], [2.4986, 1.0395, 0.2794], [3.7019, 1.4789, 0.5289], [4.3262, 1.2273, 1.8382], [5.4540, 0.2218, 1.6807], [6.4409, 0.6767, 0.6106], [5.7337, 0.9117, -0.7206], [4.5841, 1.8947, -0.5757], [3.5498, 0.8817, 2.5187], [4.7034, 2.1854, 2.2098], [5.0195, -0.7420, 1.3973], [5.9522, 0.0850, 2.6423], [7.2274, -0.0679, 0.4863], [6.9367, 1.5978, 0.9363], [5.3318, -0.0326, -1.1016], [6.4319, 1.2941, -1.4677], [3.9770, 1.9546, -1.4777], [4.9476, 2.9011, -0.3437]],
  "atomic_forces_ev_per_a": [[-1.03, 1.34, -0.23], [-0.16, 0.00, -0.11], [0.35, -0.05, 0.05], [0.38, -0.20, 0.05], [-0.78, 0.17, -0.13], [1.08, -0.62, -0.14], [-0.49, -0.20, 0.04], [-0.05, 0.05, 0.05], [-0.02, -0.12, -0.06], [0.00, 0.06, 0.00], [-0.04, 0.05, -0.02], [0.02, -0.03, 0.00], [0.07, 0.02, 0.07], [0.11, -0.08, 0.03], [0.13, -0.09, 0.01], [-0.10, -0.03, 0.04], [-0.02, 0.00, 0.00], [0.19, 0.12, -0.09], [0.01, -0.35, 0.26], [0.02, 0.00, 0.03], [0.03, 0.00, -0.01], [-0.01, 0.03, 0.01], [0.02, -0.02, 0.00], [0.02, -0.01, 0.01], [0.01, 0.00, 0.00], [-0.04, 0.00, -0.01], [-0.02, 0.00, 0.00], [0.00, -0.01, 0.00], [-0.02, -0.01, 0.03], [-0.04, -0.02, 0.01], [0.05, 0.03, -0.16], [0.00, 0.08, 0.11], [0.04, -0.11, 0.00], [-0.02, -0.01, 0.00], [-0.01, -0.03, 0.04], [-0.03, 0.02, 0.04], [0.04, 0.00, -0.05], [-0.02, -0.02, 0.00], [-0.02, -0.06, 0.06], [0.08, -0.13, 0.06], [0.04, 0.07, -0.06], [0.08, 0.08, 0.03], [0.39, 0.08, -0.27], [-0.33, -0.22, 0.29], [-0.01, 0.12, -0.03], [-0.13, 0.01, -0.02], [0.02, -0.07, 0.02], [-0.24, -0.14, 0.14], [0.11, 0.05, -0.04], [-0.05, -0.03, 0.00], [-0.04, -0.02, 0.03], [-0.01, 0.00, -0.01], [0.10, 0.03, -0.06], [-0.01, 0.01, -0.04], [-0.02, 0.03, 0.00], [-0.04, 0.04, 0.00], [0.00, -0.04, 0.02], [0.02, -0.02, 0.00], [-0.01, 0.00, -0.02], [0.00, 0.02, 0.01], [0.00, 0.00, 0.02], [0.04, 0.02, 0.00], [0.02, 0.01, -0.01], [0.01, 0.01, -0.01], [-0.01, 0.00, 0.00], [0.27, -0.32, -0.09], [-0.15, 0.12, -0.16], [0.01, -0.06, 0.03], [-0.02, -0.03, 0.03], [0.06, -0.02, -0.08], [-0.03, 0.07, 0.07], [0.00, -0.24, -0.10], [-0.20, 0.18, 0.23], [-0.02, 0.04, 0.02], [-0.01, 0.01, -0.03], [0.02, 0.02, -0.03], [-0.01, 0.02, -0.01], [0.01, -0.01, 0.01], [-0.04, 0.02, 0.02], [0.04, 0.02, -0.01], [-0.02, 0.00, 0.00], [0.00, 0.07, 0.02], [0.00, 0.03, 0.02], [0.05, -0.06, 0.06], [0.25, 0.43, 0.19], [0.20, -0.33, -0.20], [-0.09, 0.29, 0.07], [-0.05, 0.13, -0.16], [-0.04, -0.13, 0.09], [0.06, 0.05, 0.01], [0.00, -0.06, -0.16], [-0.10, 0.01, 0.16], [0.02, -0.03, 0.01], [0.03, -0.03, 0.02], [0.00, -0.01, -0.01], [0.02, 0.02, -0.01], [0.00, -0.02, 0.00], [-0.03, 0.02, 0.00], [0.01, 0.04, 0.02], [0.01, -0.01, 0.00], [0.03, -0.02, -0.02], [0.04, -0.03, 0.00]],
  "charge": 1,
  "lumo_energy_ev": [-1.892, -2.229],
  "s2": 3.771,
  "multiplicity": 4,
  "orbital_gap_ev": [6.80, 7.66],
  "fmax_ev_per_a": 1.7
}

{
  "formula": "C29H24Cl60IN3O",
  "method": "ωB97M-V/def2-TZVPD",
  "symbols": ["C", "C", "O", "C", "C", "C", "N", "C", "I", "C", "C", "C", "C", "N", "C", "C", "C", "N", "C", "H", "H", "H", "H", "H", "H", "H", "H", "H", "H", "H", "H", "H", "H", "H", "H", "H", "H", "H", "H", "H", "H", "H", "H", "C", "Cl", "Cl", "Cl", "Cl", "C", "Cl", "Cl", "Cl", "Cl", "C", "Cl", "Cl", "Cl", "Cl", "C", "Cl", "Cl", "Cl", "Cl", "C", "Cl", "Cl", "Cl", "Cl", "C", "Cl", "Cl", "Cl", "Cl", "C", "Cl", "Cl", "Cl", "Cl", "C", "Cl", "Cl", "Cl", "Cl", "C", "Cl", "Cl", "Cl", "Cl", "C", "Cl", "Cl", "Cl", "Cl", "C", "Cl", "Cl", "Cl", "Cl", "C", "Cl", "Cl", "Cl", "Cl", "C", "Cl", "Cl", "Cl", "Cl", "C", "Cl", "Cl", "Cl", "Cl", "C", "Cl", "Cl", "Cl", "Cl"],
  "coordinates": [[-1.9431, 1.7004, -3.7504], [-1.3679, 0.3232, -3.3855], [-0.2941, 0.3656, -2.4603], [0.9750, 0.1244, -2.9963], [1.6445, -1.1368, -2.4160], [3.0391, -1.0379, -2.8870], [4.1670, -0.9836, -3.2001], [1.0658, -2.4535, -2.9783], [1.5149, -2.6796, -5.1069], [-0.4600, -2.6049, -2.8204], [-0.8256, -3.9770, -2.2365], [1.7717, -1.1570, -0.8693], [0.4883, -1.3940, -0.2008], [-0.5619, -1.6866, 0.2178], [2.7493, -2.2771, -0.3952], [2.3927, -2.8722, 0.9658], [2.3601, 0.1863, -0.2813], [1.3698, 0.9240, 0.5096], [0.9611, 2.2214, -0.0611], [-2.1119, 1.7305, -4.8215], [-2.9194, 1.8106, -3.3023], [-1.2935, 2.5250, -3.4980], [-1.1357, -0.2116, -4.3031], [-2.1559, -0.2455, -2.9035], [1.5945, 0.9879, -2.7728], [0.9873, 0.0232, -4.0786], [1.5248, -3.3205, -2.5366], [-0.9062, -1.8675, -2.1740], [-0.9422, -2.5599, -3.7863], [-0.1364, -4.2747, -1.4553], [-1.8031, -3.8892, -1.7773], [-0.8816, -4.7369, -3.0022], [3.7545, -1.8888, -0.3253], [2.7932, -3.1050, -1.0953], [3.2707, -3.4102, 1.3127], [2.1810, -2.1223, 1.7185], [1.6101, -3.6119, 0.8970], [3.1563, -0.0782, 0.3995], [2.8149, 0.7867, -1.0645], [1.8213, 1.1334, 1.3837], [1.6618, 2.6138, -0.7928], [-0.0510, 2.1447, -0.4415], [0.9264, 2.9422, 0.7494], [2.3745, 4.7318, -3.6324], [2.9125, 5.4922, -2.1341], [3.6927, 3.7826, -4.3251], [1.0024, 3.6653, -3.2892], [1.8786, 5.9853, -4.7711], [-0.8342, 5.7373, 1.2866], [-1.4214, 4.2958, 2.1296], [0.4254, 6.5025, 2.2666], [-0.1597, 5.2698, -0.2737], [-2.1619, 6.8734, 1.0429], [-0.9539, -8.4038, -3.4576], [-1.8315, -7.6340, -2.1324], [-2.0947, -9.2121, -4.5370], [-0.0676, -7.1603, -4.3449], [0.1840, -9.5890, -2.8065], [-2.9161, -8.7430, 1.4932], [-4.3190, -9.6977, 1.0017], [-2.8707, -8.6110, 3.2542], [-1.4377, -9.5268, 0.9268], [-3.0351, -7.1191, 0.8058], [-5.7588, 5.1232, -0.3281], [-4.4174, 4.5355, 0.6558], [-5.8407, 4.1720, -1.8128], [-7.2698, 4.9555, 0.5707], [-5.4980, 6.8265, -0.7315], [0.9766, 6.7738, 6.8538], [1.2204, 5.1518, 7.5196], [2.3538, 7.7990, 7.2746], [0.8316, 6.6615, 5.0941], [-0.5023, 7.4677, 7.5228], [0.0894, 8.9638, -2.2210], [-1.2324, 7.8442, -2.5662], [0.7418, 9.5857, -3.7435], [-0.5179, 10.3098, -1.2507], [1.3672, 8.1230, -1.3352], [-5.3531, -0.2189, -2.4860], [-6.7227, -1.0788, -1.7804], [-4.2954, 0.3573, -1.1937], [-4.4505, -1.3059, -3.5503], [-5.9356, 1.1573, -3.4302], [0.8168, 0.7828, 8.9175], [2.1766, 0.1768, 9.8685], [0.6804, -0.1478, 7.4226], [-0.6736, 0.6229, 9.8501], [1.0836, 2.4881, 8.5254], [-3.1192, -6.2206, 7.1472], [-1.7971, -6.6180, 8.2516], [-3.1575, -7.4063, 5.8379], [-4.6572, -6.2458, 8.0199], [-2.8468, -4.6142, 6.4703], [3.4871, 7.6160, -8.1022], [2.6761, 8.2588, -6.6692], [2.2883, 6.8899, -9.1776], [4.3242, 8.9228, -8.9422], [4.6556, 6.3870, -7.6070], [-6.2382, -5.2710, 3.6561], [-7.6691, -4.3290, 3.2196], [-4.7861, -4.4259, 3.1110], [-6.1751, -5.4800, 5.4100], [-6.3188, -6.8584, 2.8820], [7.3499, 10.9481, -10.3710], [5.9097, 11.9571, -10.5526], [8.7818, 11.8749, -10.8288], [7.4918, 10.4302, -8.6889], [7.2068, 9.5287, -11.4130], [1.8612, -7.2101, 10.4306], [3.2554, -7.6031, 11.4417], [1.7764, -8.3333, 9.0724], [0.3809, -7.3327, 11.3909], [2.0238, -5.5626, 9.8126], [1.6490, -7.2053, 5.2163], [2.7252, -8.3922, 5.9742], [0.9460, -7.9021, 3.7509], [0.3534, -6.7689, 6.3346], [2.5793, -5.7610, 4.7957]],
  "atomic_forces_ev_per_a": [[-0.01, -0.66, -0.37], [-0.76, 0.40, 0.15], [0.05, -0.03, -0.42], [0.06, 0.21, 0.35], [0.57, -0.07, -0.58], [3.04, 0.01, -0.62], [-2.70, 0.01, 0.72], [-1.05, 0.36, -0.53], [0.05, -0.10, 0.26], [-0.08, -1.03, 0.15], [-0.17, 0.50, -0.03], [0.72, 0.17, 1.03], [-2.70, -0.68, 0.21], [2.21, 0.58, -0.58], [-0.43, -0.55, 0.24], [0.87, -0.19, -0.11], [-0.94, -0.13, 0.40], [0.84, 0.69, -0.51], [-0.25, -0.44, 0.86], [0.03, 0.14, -0.27], [-0.14, 0.38, 0.36], [0.07, 0.13, 0.24], [0.51, -0.18, 0.00], [0.04, -0.10, 0.08], [0.27, 0.07, 0.09], [-0.25, -0.01, -0.23], [0.42, -0.07, 0.07], [0.25, 0.34, 0.01], [-0.15, 0.38, -0.20], [0.17, -0.15, 0.18], [-0.27, -0.15, 0.11], [0.16, -0.29, -0.14], [0.22, 0.33, -0.29], [0.01, -0.02, -0.22], [0.17, -0.12, 0.13], [-0.30, 0.14, 0.10], [-0.52, 0.09, 0.08], [0.26, -0.24, 0.05], [0.01, 0.09, -0.22], [-0.08, -0.09, 0.27], [0.02, -0.05, -0.28], [-0.05, 0.08, -0.49], [-0.03, 0.11, 0.11], [-0.03, 0.04, -0.07], [0.24, -0.37, -0.01], [-0.05, 0.00, 0.02], [0.03, 0.12, -0.06], [0.01, -0.28, 0.20], [-0.07, 0.03, -0.06], [0.01, 0.01, 0.05], [0.00, 0.01, -0.60], [-0.14, 0.00, 0.02], [0.24, 0.15, 0.06], [-0.03, 0.11, 0.02], [0.02, -0.12, -0.09], [0.03, 0.02, 0.01], [0.07, -0.04, -0.12], [-0.02, 0.01, 0.00], [0.01, 0.00, 0.00], [0.02, 0.03, 0.00], [0.07, -0.23, -0.46], [-0.01, 0.01, 0.02], [-0.05, 0.04, 0.11], [0.03, -0.04, 0.01], [-0.19, -0.15, -0.04], [-0.02, 0.02, 0.02], [0.01, 0.01, -0.03], [0.02, -0.01, 0.02], [0.09, 0.06, 0.00], [0.02, 0.51, -0.21], [-0.03, -0.03, -0.01], [-0.03, -0.02, 0.61], [0.02, -0.02, -0.01], [0.02, 0.01, 0.05], [0.03, 0.00, -0.02], [0.01, 0.01, 0.00], [0.00, -0.02, -0.01], [-0.21, 0.43, -0.04], [0.03, 0.03, 0.11], [0.02, 0.01, -0.05], [-0.03, -0.02, 0.01], [-0.14, -0.10, -0.02], [-0.04, -0.05, -0.07], [0.02, -0.03, 0.01], [-0.01, 0.01, -0.01], [0.00, 0.01, 0.01], [0.02, 0.01, -0.01], [-0.06, -0.52, 0.20], [0.03, 0.03, -0.07], [-0.43, 0.04, 0.48], [-0.13, 0.24, 0.46], [0.19, -0.09, 0.27], [0.02, 0.00, 0.02], [0.01, -0.03, -0.05], [0.04, 0.32, -0.19], [0.01, 0.00, 0.02], [-0.07, -0.03, 0.02], [-0.01, 0.00, 0.01], [-0.02, -0.01, 0.00], [0.02, -0.01, 0.00], [0.00, -0.02, 0.01], [-0.13, 0.07, -0.29], [0.01, 0.00, 0.00], [0.03, -0.01, 0.00], [-0.01, -0.01, 0.00], [-0.03, -0.01, 0.01], [0.07, 0.03, 0.00], [0.00, 0.01, 0.01], [-0.01, -0.03, 0.01], [-0.03, 0.01, -0.01], [-0.01, -0.01, 0.27], [0.00, 0.01, -0.01], [-0.01, 0.00, -0.01], [0.00, 0.05, -0.06], [-0.02, 0.05, -0.23], [0.00, 0.01, 0.02], [0.47, -0.10, -0.41], [0.00, -0.02, 0.00]],
  "charge": 0,
  "lumo_energy_ev": -0.078,
  "multiplicity": 1,
  "orbital_gap_ev": 9.26,
  "fmax_ev_per_a": 3.1
}